No. 1
16
Properties=species:S:1:pos:R:3:forces:R:3 method="wB97M-V/def2-TZVPD" e_above_lowest_ev=0.2717 lumo_energy_ha=-0.0215 gap_ha=0.327 multiplicity=1
H 0.91247 0.04025 2.16452 -0.1391 -1.5970 0.6028
P 0.41083 -1.30100 1.80793 1.9046 1.1530 -0.7186
C 0.22461 -0.52117 0.01907 -0.9147 -0.7330 0.4492
N -0.72342 1.55466 0.02365 0.0192 1.7081 -0.0870
H 1.34512 -0.53604 -1.79998 -0.0428 2.0653 -1.9558
H 2.32137 -0.92645 -0.42276 -1.6766 -0.5997 -0.6954
I -0.87332 3.57117 0.16752 -0.2308 -0.2228 -0.0585
C 1.28144 -1.04790 -0.91068 1.9316 -0.4798 1.9991
O 1.52084 1.44267 0.59637 -0.9292 0.1674 -0.2333
H -1.53261 -1.27907 -1.17074 0.7420 0.9700 1.1350
C -1.68124 0.71382 -0.54799 -0.0897 -1.6136 1.2417
H 1.09200 -2.02078 -1.31007 -0.0224 -1.1991 0.6570
O -2.79703 1.02384 -0.81087 -0.8731 0.5101 -0.9289
N -1.15588 -0.57876 -0.49024 0.0309 0.3307 -1.0017
C 0.45359 0.95923 0.26834 1.4826 -0.8402 -0.3381
H -0.79876 -1.09446 2.41594 -1.1927 0.3808 -0.0675


No. 2
103
Properties=species:S:1:pos:R:3:forces:R:3 method="wB97M-V/def2-TZVPD" e_above_lowest_ev=0.0000 lumo_energy_ha="0.0676 / 0.0676" gap_ha="0.238 / 0.238" multiplicity=1 charge=-1
C -0.97452 2.86423 0.42852 -0.2756 0.0418 -0.0091
H -3.79129 2.77720 0.81664 0.0002 -0.0374 0.0331
H 0.49164 -0.70635 -3.56146 -0.0112 -0.0002 -0.0019
Ti 0.17693 0.18353 0.16393 0.8001 0.3539 -0.4374
H -2.92878 -1.96498 -4.52439 0.0145 0.0380 -0.0098
C 2.23644 3.99554 0.71478 -0.0029 0.0340 0.0299
C 1.94576 1.26165 -2.15097 0.0224 0.0575 0.0404
C -0.54436 -0.62769 -3.89303 0.0533 0.0285 -0.0083
C -5.67932 0.27829 0.15741 0.0074 0.0012 0.0058
O -0.33667 2.04617 -0.35878 0.0682 -0.1311 0.2686
C 3.04076 1.33830 -3.00954 0.0122 -0.0056 0.0099
H 1.80595 5.74900 -0.43268 0.0020 0.0036 -0.0013
H -0.59219 -0.83015 -4.96600 -0.0045 -0.0118 -0.0091
H -2.04658 0.50573 5.04414 -0.0009 0.0010 0.0031
C 0.58837 -3.53271 3.15459 0.0684 0.0646 0.1025
C -2.37149 3.22177 5.30629 -0.0155 -0.0065 -0.0163
C -1.34753 0.32404 3.01337 -0.0101 0.0273 -0.0032
C 2.64852 -2.93019 -3.85802 0.0121 0.0195 -0.0359
H 2.02981 -2.41785 -4.58704 0.0092 -0.0069 0.0010
H -0.86458 0.40952 -3.72230 0.0011 -0.0009 0.0117
C 2.67236 1.95319 2.06868 0.0040 -0.1092 -0.0469
C -4.19352 2.21728 -0.02276 0.0064 0.0101 -0.0287
C 1.37802 -2.33525 3.32743 -0.0664 -0.0977 -0.0361
H -4.51639 -0.14480 -1.65104 0.0085 -0.0467 -0.0031
O -2.80991 2.55523 6.25716 0.0008 -0.0062 0.0167
F 5.19931 0.58377 -3.59481 0.0035 -0.0002 -0.0035
N 1.77687 0.83763 1.69117 -0.2651 -0.0408 0.0862
C 4.16157 -0.34216 -1.68897 -0.0009 0.0043 -0.0050
H -6.56185 -0.15952 -0.30269 -0.0076 0.0145 0.0031
H 1.09361 1.90508 -2.33959 -0.0090 -0.0017 0.0015
H 5.02548 -0.97547 -1.53513 0.0019 0.0040 -0.0011
C 0.03677 -3.76437 1.95637 -0.0642 -0.0308 -0.0871
H 3.07368 -1.10958 -0.03194 -0.0024 0.0002 0.0036
C -3.82769 -1.48449 -0.01539 0.0569 0.2119 0.0697
H -1.88368 4.08980 2.74371 -0.0004 0.0062 0.0072
H 0.44402 -5.69351 -2.33002 0.0046 -0.0050 0.0059
C -1.98143 2.39275 4.05610 0.0040 0.0190 0.0265
H -1.89647 -2.22022 -1.29453 -0.0342 0.0439 -0.0609
C -1.06363 -1.72538 -1.79947 0.1984 0.1205 -0.1091
H 2.39823 -4.69020 -0.98282 -0.0083 0.0012 0.0077
H 4.84446 -4.70165 -1.24144 0.0006 -0.0014 0.0003
H 5.90040 -3.57110 -3.17623 0.0012 -0.0026 0.0040
H -6.09654 2.23149 1.03930 -0.0138 0.0123 -0.0111
C 1.34480 3.94658 2.94025 -0.0247 -0.0178 0.0205
H -2.63430 0.97780 -0.76824 0.0499 -0.0099 -0.0940
N 0.61739 -1.49962 1.16928 -0.0260 0.0799 -0.0110
H 4.48322 -2.41854 -4.84282 -0.0046 -0.0001 0.0033
C -1.81323 1.01453 4.11869 0.0005 -0.0476 -0.0018
O -1.41466 3.95115 0.11293 0.1131 0.0372 -0.0129
H 4.15023 1.69547 3.68957 0.0032 -0.0022 -0.0128
N -1.04258 0.95359 1.87263 0.0254 0.1370 -0.1230
C 1.99494 -0.11351 2.51168 -0.1965 0.0158 0.1293
O -4.19767 -2.51932 -0.57407 -0.0360 -0.0667 -0.0458
C 2.04342 -3.56421 -2.78016 0.0326 -0.0351 0.0773
C 2.07024 3.33029 1.92801 0.0287 -0.0113 -0.0615
C 1.92077 0.39481 -1.05833 -0.0758 -0.0699 -0.0037
H -6.25019 2.19758 -0.71039 0.0149 -0.0181 -0.0172
C 0.12165 -3.26960 -0.40997 -0.0208 -0.0271 -0.0704
H 1.95404 -2.15143 4.22196 0.0053 0.0167 0.0034
C 4.12726 0.52876 -2.75780 -0.0118 0.0108 0.0042
H 0.20162 5.64954 3.54182 0.0022 -0.0115 0.0079
H 3.05481 2.01225 -3.85705 0.0078 -0.0007 -0.0049
C -4.40661 -0.14693 -0.56834 0.0049 0.0150 0.0309
H 1.15489 3.44456 3.88051 -0.0037 -0.0009 0.0018
O 2.82638 0.11508 3.53672 0.1284 0.0439 -0.1417
C -1.26320 2.27701 1.78867 -0.0004 -0.0831 0.0266
C 0.97301 5.86357 1.54334 -0.0087 -0.0009 0.0113
C -5.67020 1.81418 0.12907 -0.0023 0.0176 0.0105
C -0.10499 -4.78491 -2.08706 -0.0336 0.0351 -0.0105
N 0.17312 -2.52716 -1.59554 0.0600 -0.0720 -0.0105
O -2.16493 4.44379 5.17996 0.0049 0.0167 0.0097
H -0.55402 -4.64981 1.76611 0.0067 0.0012 -0.0144
H -3.15171 -0.49000 -3.57887 0.0118 0.0179 0.0436
C -2.77406 -1.52479 -3.53493 -0.0201 0.0551 0.0188
H -1.21530 -0.75021 3.01039 -0.0022 0.0000 0.0170
H 2.77806 3.50843 -0.08865 -0.0017 -0.0128 -0.0012
H 2.49242 2.00705 4.26025 0.0201 0.0311 0.0029
C 2.85055 -4.20046 -1.83694 -0.0428 0.0138 -0.0415
H 0.08860 -3.21071 -3.57061 0.0085 -0.0306 0.0081
C 4.22974 -4.20555 -1.98244 0.0145 0.0164 -0.0052
H -1.13973 -4.87118 -2.43149 0.0049 -0.0106 0.0002
H -3.37152 -2.08034 -2.81107 0.0217 -0.0173 -0.0208
N -3.45298 0.92645 -0.15871 -0.0454 -0.0226 0.0659
H -5.62402 -0.07989 1.18753 0.0045 -0.0065 -0.0033
C 3.05292 -0.39943 -0.85288 -0.0161 -0.0385 -0.0285
O -0.82700 -0.48860 -1.18012 -0.5534 -0.2345 0.4302
C 1.69029 5.25369 0.52263 -0.0043 -0.0220 -0.0020
N -1.37085 -1.58115 -3.18198 -0.0207 -0.1691 -0.0427
H 0.52757 6.83750 1.38668 0.0029 0.0002 -0.0005
O -3.05414 -1.29595 0.95634 -0.0647 -0.1616 0.0081
C 1.33706 -1.40283 2.35576 0.0299 0.0959 0.0050
C 0.24392 -2.83440 0.85115 0.0093 -0.0332 0.1114
C 0.79730 5.20868 2.75189 -0.0124 0.0212 -0.0256
H -3.08898 0.50751 0.73255 0.0144 0.0086 -0.0317
C 0.54129 -3.50902 -2.62941 -0.0017 -0.0198 -0.0111
C 4.82304 -3.57244 -3.06715 -0.0036 -0.0237 0.0162
C -1.74176 3.02332 2.84106 0.0029 -0.0285 -0.0317
H 0.44985 -4.21730 3.98019 0.0050 -0.0049 -0.0001
C 3.09505 1.53975 3.48346 0.0163 -0.0393 0.0422
H -4.00825 2.79874 -0.92230 0.0031 0.0295 0.0091
H 3.53003 1.88969 1.39044 -0.0056 0.0320 -0.0304
O -0.09169 -4.61454 -0.66853 0.0182 0.0141 0.0026
C 4.02859 -2.93109 -4.00422 -0.0061 0.0114 -0.0194


No. 3
69
Properties=species:S:1:pos:R:3:forces:R:3 method="wB97M-V/def2-TZVPD" e_above_lowest_ev=0.0000 lumo_energy_ha=-0.1191 gap_ha=0.327 multiplicity=1 charge=+1
C -4.91593 -5.78179 1.42698 0.0335 -0.0901 -0.2813
C 2.15243 -3.66828 1.46893 0.1299 -0.2000 -0.3280
H -5.28813 -2.84603 2.30537 0.0277 0.1267 -0.0513
H -3.00024 -1.02087 2.38487 0.0459 -0.0436 -0.2474
C 2.84366 6.85749 -3.39174 0.2785 -0.0459 -0.1080
H 4.12670 5.80301 -4.75805 -0.0160 -0.0365 0.0511
C -0.45039 -0.22307 2.86683 -0.4160 0.9352 0.2435
O -0.46939 6.64399 -4.16243 -0.0020 -0.0487 0.0392
O 1.75190 7.01224 -4.31870 -0.1061 -0.0114 0.1628
O 1.41153 2.13553 -3.08570 -0.0699 -0.0888 0.0554
C 1.63753 0.83168 -2.81007 -0.0130 0.0980 -0.0149
H -0.68608 -1.14501 2.35575 0.3257 -0.3942 -0.0827
C 0.19538 2.52469 -2.41986 0.0257 0.1607 0.0137
C -1.21694 1.20076 -0.75135 -0.0734 -0.2132 -0.0428
H 4.97250 6.58405 -3.40754 -0.0112 0.0127 0.0371
S 0.51424 -0.62483 4.33107 -0.1729 -0.9368 0.2257
H -1.14817 0.39964 -0.01253 -0.0129 0.0240 0.0214
O 2.92245 -4.27156 0.55785 -0.2061 0.0244 0.1180
H 2.87045 7.75091 -2.76192 -0.0558 -0.0077 0.0232
C 4.08938 -3.63558 -1.49163 0.1738 -0.1596 0.2139
C -5.21160 -3.24959 1.29820 0.0308 0.0997 0.1240
O -4.57977 -2.29504 0.43305 -0.0250 -0.0355 0.0401
C -4.27808 -4.43529 1.20046 -0.1705 -0.2675 0.0627
H -6.21034 -3.47078 0.91757 0.0138 -0.0463 -0.0216
H 1.98102 -3.95784 -1.24831 -0.0522 -0.0027 0.0763
O 1.73062 -2.45359 1.02090 0.0984 0.1220 -0.1073
C 0.15548 1.55819 -1.25902 -0.3582 -0.0477 0.0879
S -4.41973 0.16277 3.90976 -0.0081 0.3117 0.0919
C -3.86088 -2.98726 -0.49075 0.0933 -0.1815 0.1064
C -1.76404 0.43740 3.36686 0.4598 -0.5836 -0.2895
C 0.63342 6.50906 -3.75009 -0.0107 0.0807 -0.1353
H 2.72149 -0.17475 3.50778 0.0580 0.1330 -0.2183
H 3.98646 -3.08867 -2.42797 -0.0556 0.0251 0.0003
H -1.64087 0.82223 4.37235 -0.0427 0.3707 0.2043
H 4.93369 -3.22823 -0.93399 -0.0295 0.0570 0.0005
O 0.95054 5.80879 -2.62321 0.2147 -0.0714 0.0262
H -2.58477 -1.40220 4.05023 -0.0316 -0.1497 0.1636
H -5.76665 -5.92211 0.75990 -0.0309 0.0533 0.0213
H 2.74178 5.64714 -1.57331 -0.1432 0.0484 0.0430
C 2.81945 -3.53668 -0.68920 0.2507 0.0713 -0.2588
H -4.20449 -6.58063 1.22297 0.0351 0.0165 0.0755
C 4.15276 6.68581 -4.11829 -0.1076 -0.0161 -0.2626
C 2.20371 -1.04654 3.88185 -0.0779 0.6683 0.1753
H 4.31629 -4.67619 -1.71758 -0.0633 -0.0001 -0.0629
O -3.34025 -2.50141 -1.43921 0.0244 0.0721 -0.0134
H -1.70261 2.06346 -0.29446 0.0425 0.0457 -0.0171
H 0.08170 0.44891 2.20816 0.4030 -0.0270 -0.0820
H 2.67464 -1.38676 4.79274 0.0667 -0.2049 0.2113
C 2.48509 -2.15543 -0.17982 -0.1854 0.1495 -0.1693
H -1.84587 0.83305 -1.56159 -0.0083 0.0191 -0.0120
H 2.63723 4.71101 -3.08594 0.0539 0.0342 -0.0542
C 2.38047 5.65547 -2.59923 -0.0685 -0.0276 0.1162
H 4.35020 7.54658 -4.75524 0.0218 0.0455 0.0701
O -3.80045 -4.29873 -0.15163 0.0211 0.2184 -0.0065
H -5.25632 -5.87410 2.45805 0.0137 0.0321 0.0202
H -0.64013 2.38374 -3.10778 -0.0255 -0.0534 0.0303
H -3.41613 -4.30681 1.86383 0.0042 0.0452 -0.0035
H -5.08873 -0.94814 4.22891 0.0741 -0.1409 -0.0112
O 0.78958 0.40305 -1.83496 0.1888 0.0363 0.0517
H 1.88959 -1.57097 -0.87654 -0.1400 -0.0240 0.1413
O 2.46228 0.15020 -3.32339 0.0331 -0.0490 0.0490
H 3.37254 -1.58533 0.10420 0.0713 -0.0863 -0.0115
O 1.86854 -4.10093 2.54331 -0.0685 0.1679 0.2065
H 0.78996 1.90989 -0.43711 0.0638 0.0392 -0.0612
H 0.64085 0.57881 4.90953 0.1511 0.1759 -0.2562
H -1.98066 1.25944 2.69642 -0.1820 0.2344 -0.0281
C -2.86253 -0.59844 3.37479 -0.5038 -0.1987 0.0536
H 0.24382 3.56820 -2.12118 0.1321 0.0093 -0.1054
H 2.14878 -1.83775 3.15178 -0.1162 -0.2736 -0.1104


Which value of multiplicity does entry 3 give?
1


Please write out number 1 again, unchanged.
16
Properties=species:S:1:pos:R:3:forces:R:3 method="wB97M-V/def2-TZVPD" e_above_lowest_ev=0.2717 lumo_energy_ha=-0.0215 gap_ha=0.327 multiplicity=1
H 0.91247 0.04025 2.16452 -0.1391 -1.5970 0.6028
P 0.41083 -1.30100 1.80793 1.9046 1.1530 -0.7186
C 0.22461 -0.52117 0.01907 -0.9147 -0.7330 0.4492
N -0.72342 1.55466 0.02365 0.0192 1.7081 -0.0870
H 1.34512 -0.53604 -1.79998 -0.0428 2.0653 -1.9558
H 2.32137 -0.92645 -0.42276 -1.6766 -0.5997 -0.6954
I -0.87332 3.57117 0.16752 -0.2308 -0.2228 -0.0585
C 1.28144 -1.04790 -0.91068 1.9316 -0.4798 1.9991
O 1.52084 1.44267 0.59637 -0.9292 0.1674 -0.2333
H -1.53261 -1.27907 -1.17074 0.7420 0.9700 1.1350
C -1.68124 0.71382 -0.54799 -0.0897 -1.6136 1.2417
H 1.09200 -2.02078 -1.31007 -0.0224 -1.1991 0.6570
O -2.79703 1.02384 -0.81087 -0.8731 0.5101 -0.9289
N -1.15588 -0.57876 -0.49024 0.0309 0.3307 -1.0017
C 0.45359 0.95923 0.26834 1.4826 -0.8402 -0.3381
H -0.79876 -1.09446 2.41594 -1.1927 0.3808 -0.0675